{
  "formula": "C6H10",
  "method": "ωB97M-V with the def2-TZVPD basis set",
  "energy_ev": -6381.645,
  "gap_ev": 10.1982,
  "relative_energy_kcal_mol": 51.1,
  "smiles": "C=C(C)C(=C)C",
  "elements": ["C", "C", "C", "C", "C", "C", "H", "H", "H", "H", "H", "H", "H", "H", "H", "H"],
  "xyz": [[0.623, -0.959, 1.484], [-0.062, -0.614, 0.357], [-1.529, -1.023, 0.274], [0.439, 0.468, -0.594], [1.187, 0.101, -1.664], [0.027, 1.841, -0.044], [1.686, -0.727, 1.636], [0.417, -1.864, 1.992], [-2.199, -0.384, -0.467], [-2.141, -0.976, 1.266], [-1.497, -2.093, -0.036], [1.780, 0.673, -2.434], [1.381, -0.945, -1.906], [-1.052, 1.775, 0.208], [0.374, 2.616, -0.872], [0.567, 2.112, 0.799]],
  "forces_ev_per_angstrom": [[1.29, -0.08, -2.63], [-0.07, 1.06, 1.89], [-2.03, 0.13, -0.31], [0.70, -0.90, 0.32], [0.31, 0.46, -0.09], [0.27, 0.23, -4.33], [-0.44, 0.51, -0.34], [-1.17, -0.47, 1.00], [1.70, -1.42, 1.19], [1.51, -0.08, -1.54], [-0.60, 0.72, -0.05], [-1.21, 0.36, 1.19], [-0.38, -0.06, 0.65], [0.59, 0.60, -0.43], [-1.45, -1.20, 1.67], [1.00, 0.13, 1.81]],
  "nbo_charge": [-0.422, 0.008, -0.671, -0.010, -0.409, -0.631, 0.196, 0.194, 0.221, 0.228, 0.231, 0.207, 0.199, 0.223, 0.214, 0.222]
}

{
  "formula": "C6H10",
  "method": "ωB97M-V with the def2-TZVPD basis set",
  "energy_ev": -6378.675,
  "gap_ev": [6.5536, 6.8544],
  "relative_energy_kcal_mol": 119.6,
  "elements": ["C", "C", "C", "C", "C", "C", "H", "H", "H", "H", "H", "H", "H", "H", "H", "H"],
  "xyz": [[2.282, 0.463, 0.176], [1.213, -0.582, 0.489], [0.078, -0.411, -0.447], [-2.180, -0.523, -0.294], [-0.977, 0.468, -0.291], [-0.970, 1.856, -0.075], [2.702, 0.275, -0.815], [1.823, 1.457, 0.192], [3.076, 0.398, 0.921], [1.605, -1.604, 0.440], [0.815, -0.425, 1.498], [-0.063, -1.188, -1.209], [-2.907, -0.081, 0.391], [-2.595, -0.684, -1.288], [-1.920, -1.501, 0.143], [-2.010, 2.177, 0.180]],
  "forces_ev_per_angstrom": [[0.16, 0.14, 0.00], [0.01, 0.07, -0.05], [0.05, -0.18, 0.15], [-0.40, 0.07, -0.01], [0.15, 0.31, 0.02], [-0.22, -0.92, 0.28], [0.04, 0.12, 0.12], [0.18, -0.09, -0.01], [0.02, 0.13, -0.10], [0.02, 0.22, -0.08], [0.18, 0.02, -0.14], [-0.04, -0.09, 0.36], [-0.14, 0.00, -0.24], [-0.20, 0.05, 0.03], [-0.18, 0.32, -0.21], [0.37, -0.17, -0.12]],
  "nbo_charge": [-0.599, -0.488, 0.195, -0.617, -0.301, -0.253, 0.205, 0.248, 0.216, 0.214, 0.234, 0.183, 0.236, 0.219, 0.198, 0.110]
}

{
  "formula": "C6H10",
  "method": "ωB97M-V with the def2-TZVPD basis set",
  "energy_ev": -6379.631,
  "gap_ev": [7.5862, 7.5854],
  "relative_energy_kcal_mol": 97.5,
  "elements": ["C", "C", "C", "C", "C", "C", "H", "H", "H", "H", "H", "H", "H", "H", "H", "H"],
  "xyz": [[-1.642, -1.381, 0.431], [-0.912, -0.101, 0.044], [0.812, 0.556, -2.045], [1.552, 1.091, -0.943], [1.313, 1.090, 0.378], [0.209, 0.282, 1.007], [-2.076, -1.298, 1.434], [-0.953, -2.234, 0.436], [-2.453, -1.606, -0.270], [-1.613, 0.734, -0.061], [1.379, -0.308, -2.451], [-0.511, -0.222, -0.992], [2.465, 1.579, -1.313], [2.010, 1.597, 1.041], [0.643, -0.625, 1.456], [-0.220, 0.846, 1.846]],
  "forces_ev_per_angstrom": [[-0.03, -0.06, 0.01], [0.03, 0.09, 0.08], [0.21, 0.04, 0.25], [-0.24, -0.10, 0.05], [0.06, 0.04, -0.08], [-0.04, -0.05, -0.02], [0.05, 0.00, -0.13], [-0.11, 0.12, 0.01], [0.11, 0.03, 0.11], [0.11, -0.11, -0.01], [-0.05, 0.13, 0.01], [0.04, -0.02, 0.02], [-0.05, -0.08, 0.01], [-0.10, -0.07, -0.12], [-0.06, 0.12, -0.07], [0.07, -0.07, -0.11]],
  "nbo_charge": [-0.604, -0.359, -0.058, -0.383, -0.216, -0.442, 0.207, 0.203, 0.214, 0.212, 0.128, 0.200, 0.261, 0.208, 0.206, 0.222]
}

{
  "formula": "C6H10",
  "method": "ωB97M-V with the def2-TZVPD basis set",
  "energy_ev": -6382.249,
  "gap_ev": 10.9917,
  "relative_energy_kcal_mol": 37.1,
  "smiles": "C#CCCCC",
  "elements": ["C", "C", "C", "C", "C", "C", "H", "H", "H", "H", "H", "H", "H", "H", "H", "H"],
  "xyz": [[2.811, -1.192, 0.652], [2.241, -0.197, 0.270], [1.412, 0.776, -0.461], [-0.030, 0.870, 0.085], [-0.892, -0.326, -0.322], [-2.306, -0.268, 0.250], [3.293, -2.127, 0.843], [1.444, 0.333, -1.469], [1.875, 1.771, -0.556], [-0.504, 1.801, -0.260], [0.012, 0.936, 1.182], [-0.394, -1.247, 0.008], [-0.942, -0.376, -1.420], [-2.288, -0.272, 1.346], [-2.904, -1.126, -0.076], [-2.828, 0.642, -0.072]],
  "forces_ev_per_angstrom": [[-0.35, 0.58, -0.37], [0.27, -0.82, 0.11], [0.18, -0.09, -0.13], [0.03, 0.03, 0.00], [0.09, -0.06, -0.04], [-0.08, 0.02, 0.04], [-0.01, 0.32, 0.25], [-0.43, 0.44, -0.01], [-0.03, -0.37, 0.31], [0.16, -0.20, -0.03], [0.00, 0.01, -0.22], [-0.08, 0.11, -0.05], [0.03, 0.02, 0.18], [0.01, 0.01, -0.15], [0.11, 0.13, 0.05], [0.10, -0.14, 0.05]],
  "nbo_charge": [-0.275, 0.014, -0.483, -0.381, -0.398, -0.603, 0.238, 0.233, 0.234, 0.202, 0.206, 0.206, 0.193, 0.203, 0.211, 0.200]
}

{
  "formula": "C6H10",
  "method": "ωB97M-V with the def2-TZVPD basis set",
  "energy_ev": -6381.466,
  "gap_ev": 9.5202,
  "relative_energy_kcal_mol": 55.2,
  "smiles": "C=C(C)C(=C)C",
  "elements": ["C", "C", "C", "C", "C", "C", "H", "H", "H", "H", "H", "H", "H", "H", "H", "H"],
  "xyz": [[1.381, 1.323, -0.478], [0.420, 0.614, 0.149], [0.559, 0.450, 1.662], [-0.606, -0.217, -0.480], [-1.860, 0.179, -0.673], [-0.193, -1.654, -0.780], [1.955, 1.063, -1.364], [1.669, 2.252, 0.032], [0.626, -0.602, 1.956], [1.422, 0.855, 2.175], [-0.378, 0.892, 2.038], [-2.644, -0.371, -1.163], [-2.099, 1.146, -0.202], [-0.941, -2.425, -0.643], [-0.109, -1.671, -1.875], [0.798, -1.833, -0.353]],
  "forces_ev_per_angstrom": [[-0.13, 0.44, 0.44], [1.83, 0.06, 0.53], [-1.88, 0.83, 0.11], [-0.45, -2.34, -0.13], [0.62, 1.63, 1.09], [0.40, 0.87, -1.60], [-1.20, 0.47, -0.76], [1.00, -0.89, 0.32], [-0.52, -0.12, -0.45], [0.18, 0.73, -0.51], [0.33, -0.43, 0.82], [-0.04, -0.37, 0.10], [-0.26, -0.24, -0.80], [-0.07, -0.03, 0.86], [0.59, -0.14, 0.01], [-0.40, -0.50, -0.02]],
  "nbo_charge": [-0.410, 0.000, -0.643, -0.016, -0.402, -0.656, 0.206, 0.194, 0.225, 0.222, 0.212, 0.205, 0.196, 0.225, 0.225, 0.218]
}

{
  "formula": "C6H10",
  "method": "ωB97M-V with the def2-TZVPD basis set",
  "energy_ev": -6383.257,
  "gap_ev": 10.9434,
  "relative_energy_kcal_mol": 13.9,
  "smiles": "C1C[C@@H]2C[C@@H]2C1",
  "elements": ["C", "C", "C", "C", "C", "C", "H", "H", "H", "H", "H", "H", "H", "H", "H", "H"],
  "xyz": [[-1.395, -0.010, 0.352], [-0.313, -0.738, 1.152], [1.006, -0.301, 0.547], [1.357, 1.025, -0.094], [0.723, -0.057, -0.911], [-0.791, 0.109, -1.070], [-1.609, 0.972, 0.788], [-2.339, -0.567, 0.351], [-0.364, -1.805, 0.886], [-0.416, -0.659, 2.238], [1.877, -0.877, 0.846], [0.803, 1.952, 0.036], [2.429, 1.174, -0.210], [1.265, -0.622, -1.660], [-1.039, 1.075, -1.527], [-1.193, -0.670, -1.725]],
  "forces_ev_per_angstrom": [[-0.01, 0.05, 0.03], [-0.02, 0.00, 0.07], [0.06, -0.28, 0.02], [0.02, 0.15, 0.07], [-0.02, -0.06, -0.19], [-0.01, -0.05, -0.10], [0.13, -0.11, -0.12], [0.14, 0.14, -0.01], [-0.10, 0.09, 0.30], [0.03, 0.16, -0.11], [-0.12, -0.05, -0.18], [-0.05, -0.23, 0.18], [-0.22, 0.02, 0.05], [0.06, 0.31, -0.10], [0.03, -0.19, 0.00], [0.07, 0.04, 0.08]],
  "nbo_charge": [-0.407, -0.393, -0.224, -0.423, -0.237, -0.406, 0.200, 0.211, 0.198, 0.208, 0.215, 0.209, 0.219, 0.215, 0.207, 0.208]
}

{
  "formula": "C6H10",
  "method": "ωB97M-V with the def2-TZVPD basis set",
  "energy_ev": -6377.217,
  "gap_ev": 6.8234,
  "relative_energy_kcal_mol": 153.2,
  "elements": ["C", "C", "C", "C", "C", "C", "H", "H", "H", "H", "H", "H", "H", "H", "H", "H"],
  "xyz": [[1.652, -0.687, -0.038], [1.407, -0.375, 1.300], [-2.707, 0.363, -1.989], [-1.767, 0.695, -1.121], [-0.671, -0.158, -0.737], [0.257, 0.170, 0.167], [2.189, -0.105, -0.786], [2.567, 0.385, 4.236], [1.404, -1.644, -0.519], [3.055, 0.334, 3.661], [0.251, 1.236, 0.374], [-3.640, 0.904, -2.044], [-2.482, -0.383, -2.744], [-1.907, 1.619, -0.570], [-0.697, -1.164, -1.152], [1.090, -1.189, 1.962]],
  "forces_ev_per_angstrom": [[-0.50, -0.74, -0.91], [0.75, 0.14, 0.71], [0.14, -0.09, -0.82], [-0.27, 0.68, 0.67], [-0.24, -1.61, -0.10], [0.19, 1.93, -0.14], [0.23, 0.55, 0.56], [0.39, -0.04, -0.33], [0.34, -0.25, 0.29], [-0.38, 0.05, 0.40], [0.20, 0.01, 0.02], [0.11, 0.19, -0.30], [-0.48, -0.47, 0.30], [0.07, -0.09, 0.37], [-0.06, 0.05, 0.00], [-0.49, -0.31, -0.74]],
  "nbo_charge": [-0.337, -0.379, -0.320, -0.239, -0.109, -0.214, 0.209, -0.012, 0.174, 0.011, 0.233, 0.207, 0.194, 0.210, 0.199, 0.173]
}